[1]
Here is C39H32MgN5O7S3 as an isolated structure from OMol25. Energies are from ωB97M-V/def2-TZVPD.

F_max in Eh/bohr: 0.0118
Total charge: -1
Total energy in eV: -100704.7722
HOMO in eV: -5.4

Positions of all 87 atoms, in Å:
Mg: 0.10 -0.49 0.96
C: -3.49 3.09 6.86
C: -2.46 2.33 6.06
C: -2.55 2.25 4.68
C: -1.61 1.54 3.94
C: -0.57 0.92 4.61
C: -0.45 0.99 5.99
C: -1.40 1.70 6.71
S: 0.61 -0.01 3.66
O: 1.09 0.85 2.58
O: 1.59 -0.51 4.60
N: -0.17 -1.10 2.86
C: -0.86 -2.21 3.26
C: -1.06 -2.68 4.54
C: -1.84 -3.83 4.75
C: -2.41 -4.52 3.72
C: -2.22 -4.07 2.39
C: -2.77 -4.71 1.26
C: -2.54 -4.20 0.01
C: -1.75 -3.04 -0.12
N: -1.22 -2.43 0.91
C: -1.45 -2.92 2.16
H: -4.25 3.52 6.21
H: -3.02 3.90 7.42
H: -3.99 2.44 7.58
H: -3.36 2.74 4.16
H: -1.67 1.49 2.86
H: 0.37 0.50 6.48
H: -1.32 1.77 7.78
H: -0.61 -2.16 5.37
H: -1.98 -4.18 5.77
H: -3.00 -5.41 3.90
H: -3.37 -5.60 1.39
H: -2.95 -4.67 -0.87
H: -1.55 -2.61 -1.09
O: -0.22 -0.40 -1.03
C: -0.98 0.69 -1.53
C: -1.69 1.34 -0.29
O: -2.51 2.22 -0.51
O: -1.31 0.89 0.84
C: -1.97 0.11 -2.53
C: -3.28 -0.18 -2.17
C: -4.11 -0.86 -3.05
C: -3.64 -1.26 -4.29
C: -2.33 -0.98 -4.65
C: -1.51 -0.30 -3.77
C: -0.08 1.76 -2.11
C: -0.61 2.75 -2.93
C: 0.17 3.80 -3.37
C: 1.51 3.88 -3.00
C: 2.05 2.89 -2.19
C: 1.26 1.84 -1.74
H: 0.52 -0.70 -1.63
H: -3.66 0.14 -1.21
H: -5.13 -1.07 -2.76
H: -4.29 -1.80 -4.97
H: -1.94 -1.31 -5.60
H: -0.47 -0.11 -4.04
H: -1.66 2.71 -3.20
H: -0.26 4.57 -4.00
H: 2.13 4.70 -3.34
H: 3.09 2.93 -1.90
H: 1.70 1.08 -1.11
N: 4.96 3.58 -4.75
C: 4.42 2.33 -4.42
C: 3.19 1.94 -4.94
C: 2.66 0.71 -4.61
C: 3.35 -0.15 -3.77
C: 4.60 0.22 -3.28
C: 5.13 1.45 -3.60
S: 2.63 -1.71 -3.31
O: 3.72 -2.67 -3.25
O: 1.54 -1.93 -4.21
N: 2.00 -1.45 -1.86
C: 2.66 -1.64 -0.71
S: 4.29 -2.25 -0.54
C: 4.16 -2.08 1.18
C: 2.94 -1.64 1.51
N: 2.08 -1.39 0.46
H: 4.27 4.28 -4.96
H: 5.65 3.92 -4.09
H: 2.64 2.62 -5.58
H: 1.71 0.39 -5.01
H: 5.15 -0.46 -2.65
H: 6.10 1.74 -3.21
H: 4.97 -2.35 1.83
H: 2.60 -1.50 2.52

Computed Löwdin charges, given in elementary charges:
1. Mg 0.623
2. C -0.058
3. C -0.278
4. C -0.024
5. C -0.019
6. C -0.264
7. C -0.057
8. C -0.049
9. S 0.599
10. O -0.316
11. O -0.308
12. N -0.173
13. C -0.234
14. C -0.011
15. C -0.087
16. C -0.062
17. C -0.159
18. C -0.016
19. C -0.041
20. C -0.090
21. N 0.108
22. C -0.135
23. H 0.071
24. H 0.078
25. H 0.078
26. H 0.114
27. H 0.098
28. H 0.107
29. H 0.110
30. H 0.104
31. H 0.099
32. H 0.101
33. H 0.112
34. H 0.103
35. H 0.115
36. O -0.091
37. C -0.305
38. C -0.578
39. O 0.063
40. O -0.057
41. C -0.134
42. C -0.014
43. C -0.085
44. C -0.104
45. C -0.073
46. C -0.018
47. C -0.128
48. C -0.014
49. C -0.075
50. C -0.111
51. C -0.082
52. C 0.003
53. H 0.061
54. H 0.118
55. H 0.097
56. H 0.093
57. H 0.102
58. H 0.103
59. H 0.125
60. H 0.098
61. H 0.092
62. H 0.107
63. H 0.112
64. N 0.095
65. C -0.346
66. C -0.049
67. C -0.057
68. C -0.279
69. C -0.059
70. C -0.037
71. S 0.568
72. O -0.362
73. O -0.316
74. N -0.153
75. C -0.656
76. S 1.052
77. C -0.407
78. C -0.241
79. N -0.003
80. H 0.077
81. H 0.082
82. H 0.115
83. H 0.106
84. H 0.084
85. H 0.109
86. H 0.055
87. H 0.084

[2]
Here is a 2-piece molecular cluster, CHBrF2OS overall in a non-equilibrium geometry from OMol25. Energies are from ωB97M-V/def2-TZVPD.

F_max in Eh/bohr: 0.0559
Total energy in eV: -89410.3961
HOMO (spin up / spin down) in eV: -9.1 / -9.1

Positions of all 7 atoms, in Å:
C: -0.06 -0.39 -1.31
O: 2.64 1.84 -1.52
F: 0.05 -1.70 -0.93
F: -0.43 0.40 -0.33
S: 2.66 0.42 -1.31
Br: 2.81 0.06 0.89
H: -0.43 -0.40 -2.36

Computed Löwdin charges, given in elementary charges:
1. C -0.267
2. O -0.615
3. F -0.008
4. F 0.071
5. S 0.460
6. Br 0.226
7. H 0.134